The following is a quantum chemistry calculation of a structure of composition C6H8O2 at a distorted geometry, from the Open Molecules 2025 dataset.

Properties
Energy above the lowest of the compared OMol25 structures with the same formula, charge and spin in eV: 2.778
Maximum force in eV/Å: 4.4
Orbital gap in eV: 8.3
Highest occupied orbital energy in Ha: -0.2880
Multiplicity: 1
Total charge: 0

Structure (XYZ):
```
16
Properties=species:S:1:pos:R:3:forces:R:3:mulliken_charge:R:1
O -2.1533 1.5809 -0.3650 -1.68 1.18 -1.62 -0.47
O 0.4025 1.6397 -0.0367 -2.70 -1.72 0.00 -0.58
C -1.2300 0.7700 -0.0474 3.69 2.40 0.55 0.15
C 2.7061 0.8249 0.2137 -1.03 -2.20 0.78 -1.09
C -0.8622 -0.4783 -0.0869 1.94 -0.57 0.43 0.77
C -1.8332 -1.5696 -0.2219 -1.28 -1.47 -1.06 -1.13
C 1.2020 0.5804 0.0052 1.07 1.90 0.18 0.55
C 0.6164 -0.6055 0.0250 -1.73 -1.12 -0.26 -0.68
H 3.2856 -0.1049 -0.1245 -0.72 1.52 0.52 0.28
H -2.8766 1.8980 0.1942 0.77 -0.42 0.73 0.37
H -1.8134 -2.2469 0.6362 -0.09 0.20 0.11 0.30
H -1.5415 -2.2398 -1.0869 -0.45 0.85 0.71 0.28
H 3.0624 1.7240 -0.2203 0.26 0.69 -0.66 0.36
H 1.1694 -1.5020 0.1733 0.00 -0.69 -0.11 0.37
H 2.7707 0.9357 1.3128 0.47 -0.09 -0.44 0.25
H -2.9048 -1.2066 -0.3707 1.47 -0.46 0.14 0.28
```
Positions in Å, forces in eV/Å.

---

The following is a quantum chemistry calculation of the molecule C5H12O2, from the Open Molecules 2025 dataset.

Properties
Energy above the lowest of the compared OMol25 structures with the same formula, charge and spin in eV: 0.669
Maximum force in eV/Å: 0.3
Orbital gap in eV: 10.6
Highest occupied orbital energy in Ha: -0.3613
Multiplicity: 1
Total charge: 0

Structure (XYZ):
```
19
Properties=species:S:1:pos:R:3:forces:R:3:mulliken_charge:R:1
O 0.3969 -1.6165 0.2840 -0.13 -0.12 0.07 -0.58
O -2.0026 -0.7934 0.3861 -0.30 0.00 -0.03 -0.59
C -1.1974 0.1325 -0.3397 0.19 0.18 -0.11 0.53
C -1.5307 0.1411 -1.8218 -0.02 -0.05 -0.04 -1.54
C 2.3720 0.2899 1.2589 0.06 -0.03 0.01 -1.26
C 0.2853 -0.2588 -0.0767 0.07 0.31 -0.11 -0.07
C 0.9260 0.6647 0.9590 -0.03 0.02 0.04 -0.50
H 2.9756 0.2959 0.3427 -0.09 0.01 0.13 0.32
H 0.8749 1.6920 0.5697 -0.01 -0.14 0.06 0.30
H -2.8672 -0.8536 -0.0361 0.13 -0.01 0.10 0.32
H -0.9362 0.9090 -2.3279 -0.08 -0.12 0.05 0.37
H 2.8264 0.9921 1.9659 -0.07 -0.12 -0.09 0.37
H -2.5886 0.3778 -1.9947 0.14 -0.06 0.03 0.45
H -1.2988 -0.8304 -2.2717 -0.05 0.11 0.05 0.37
H 2.4221 -0.7172 1.6814 0.02 0.14 -0.05 0.29
H 0.3253 0.6430 1.8788 0.06 -0.02 -0.10 0.29
H -1.3735 1.1356 0.0757 0.07 -0.11 -0.07 0.22
H 0.8452 -0.1457 -1.0180 -0.10 0.03 0.11 0.32
H -0.4717 -1.8711 0.6343 0.15 -0.03 -0.06 0.38
```
Positions in Å, forces in eV/Å.